Computed, not measured: a molecular structure, C35H45ClF3KN2OPS2SbSe2, with ωB97M-V with the def2-TZVPD basis set.

The geometry in XYZ format:
```
94
Properties=species:S:1:pos:R:3:lowdin_charge:R:1
Sb 1.898 1.820 -1.701 1.373
Se -2.440 1.439 5.605 0.112
Se -3.843 -1.801 4.468 0.139
K 0.166 -0.932 -0.599 0.472
Cl 4.167 -3.916 -2.277 0.598
S -0.636 -0.317 -3.631 0.547
S 0.007 -0.878 3.403 0.913
P -3.609 0.323 4.206 -0.007
F -2.100 -3.023 -6.941 0.080
F -2.276 -0.978 -6.296 0.108
F -0.337 -1.938 -6.361 0.117
O 0.333 -0.458 1.994 -0.643
N 0.995 2.652 2.266 0.040
N -1.630 -2.339 -2.259 -0.035
C -2.226 1.201 -0.134 -0.109
C -1.403 -1.840 -3.503 -0.739
C 3.438 -1.005 0.410 -0.108
C -1.623 -2.124 -6.030 -0.607
C -5.652 2.186 4.801 -0.122
C -0.276 -2.681 3.312 -0.304
C -7.475 1.042 3.054 -0.098
C -6.215 0.489 3.203 -0.111
C -1.826 -2.614 -4.625 -0.145
C 1.020 3.241 -3.094 -0.447
C -3.009 0.642 2.489 -0.411
C 3.385 1.154 -4.436 -0.185
C 5.409 -1.707 -1.394 -0.182
C -2.440 -3.835 -4.437 -0.036
C 1.611 -1.128 4.213 -0.313
C 4.567 -0.228 0.275 -0.154
C -3.163 -0.311 1.487 -0.126
C -2.061 2.153 0.865 -0.089
C -2.783 -0.032 0.180 -0.109
C -6.920 2.737 4.661 -0.104
C 3.012 0.582 -3.074 -0.432
C 3.232 -2.233 -0.317 -0.399
C 2.147 -2.459 3.711 -0.232
C 0.967 -3.423 3.810 -0.224
C 1.933 4.317 -3.670 -0.205
C 3.490 3.079 -0.935 -0.447
C 4.287 -2.486 -1.260 -0.624
C 4.779 3.139 -1.746 -0.196
C 2.139 -3.058 -0.121 -0.131
C -7.833 2.170 3.784 -0.116
C 5.588 -0.558 -0.620 -0.175
C -2.655 -4.315 -3.153 -0.088
C -2.457 1.879 2.165 -0.126
C -5.291 1.061 4.075 -0.394
C -2.226 -3.513 -2.110 -0.166
H -8.181 0.591 2.367 0.094
H -1.189 -2.901 3.863 0.017
H 0.776 1.713 1.931 -0.029
H 0.193 3.702 -2.549 0.030
H -1.905 1.403 -1.150 0.085
H 0.563 2.637 -3.882 0.025
H 2.380 -0.296 -3.213 0.017
H 1.474 -2.873 0.715 -0.010
H 2.728 3.884 -4.277 0.041
H 3.867 0.387 -5.050 0.065
H -7.190 3.615 5.236 0.091
H -2.889 -0.774 -0.602 0.086
H 2.222 -0.261 3.965 0.088
H 0.122 2.997 2.653 -0.008
H 4.078 1.993 -4.357 0.042
H 3.682 2.683 0.062 0.013
H 6.475 0.052 -0.726 0.074
H 5.552 3.713 -1.222 0.059
H 4.621 3.612 -2.717 0.043
H -2.374 -3.836 -1.082 0.106
H 3.001 -2.797 4.302 0.111
H 2.501 1.493 -4.980 0.057
H 1.378 5.017 -4.304 0.058
H -3.134 -5.266 -2.969 0.086
H 3.892 0.248 -2.520 0.020
H 2.482 -2.368 2.677 0.083
H -2.325 2.612 2.952 0.060
H 4.653 0.668 0.881 0.089
H -4.925 2.623 5.475 0.034
H 2.409 4.900 -2.878 0.049
H -1.604 3.107 0.628 0.102
H 0.816 -3.720 4.852 0.106
H 2.009 -3.975 -0.674 -0.005
H -2.753 -4.413 -5.296 0.110
H 2.669 -0.697 1.112 0.072
H 1.605 2.521 3.067 0.002
H -5.939 -0.403 2.652 0.083
H -8.820 2.602 3.667 0.088
H 5.178 2.139 -1.923 0.045
H 1.141 -4.328 3.227 0.109
H 6.156 -2.000 -2.122 0.087
H 1.414 -1.139 5.288 0.094
H -3.575 -1.279 1.748 0.050
H 3.064 4.074 -0.785 0.034
H -0.466 -2.837 2.249 0.086
```

energy above the lowest of the compared OMol25 structures with the same formula, charge and spin	3.29	kcal/mol
strongest force on any atom	0.3	eV/A
highest occupied orbital energy	-0.044	hartree
total charge	-2
electronic energy	-247247.134	eV
2S+1	1